A 5-piece molecular cluster, C25H51BFIN2O17PS5 overall at a distorted geometry. Source: the OMol25 dataset; level of theory: ωB97M-V/def2-TZVPD.

Output
HOMO level = -11.643 eV
orbital gap = 0.2784 Ha

```
! wB97M-V def2-TZVPD RIJCOSX def2/J DEFGRID3
* xyz 1 1
I -0.28 -1.02 -4.26
S -2.67 3.72 8.57
S -4.62 4.05 2.77
S -0.80 2.76 -0.73
S 5.71 -0.52 -3.58
S 7.11 -3.31 -8.99
P -2.18 1.60 -1.42
F -5.45 -4.28 1.19
O -2.48 2.58 9.67
O -3.99 5.19 2.18
O -3.96 3.57 7.97
O -2.14 1.45 -3.02
O -5.61 0.25 -1.44
O -3.61 2.27 -1.13
O -5.46 4.51 4.03
O 7.27 -4.45 -7.89
O 5.82 -3.42 -9.59
O -2.24 4.97 9.11
O 4.89 -0.42 -2.41
O 7.57 -2.07 -8.44
O 6.35 -1.76 -3.93
O -4.36 -3.92 -0.70
O -6.47 -0.87 0.44
O -3.86 2.88 3.12
O 6.81 0.63 -3.54
N 0.34 -2.97 -1.47
N -2.68 -2.06 0.42
C -1.46 3.14 7.43
C -4.03 6.08 5.26
C -5.98 3.58 1.75
C 5.16 -4.45 -6.66
C -0.92 -0.85 -1.32
C 6.66 -4.24 -6.61
C 4.82 0.07 -4.97
C -4.77 4.75 5.28
C 8.73 -0.32 -2.35
C -3.58 -2.80 1.31
C -1.63 -2.76 -0.08
C 7.65 0.74 -2.38
C 1.57 -0.42 -1.82
C -1.68 -5.19 -0.53
C 0.09 -0.23 -2.26
C -4.58 2.52 10.93
C -3.09 2.77 10.96
C -2.89 -0.77 0.10
C 1.80 -0.07 -0.33
C -2.03 -0.14 -0.80
C -4.07 -0.05 0.71
C -1.44 -4.20 0.31
C -4.48 -3.71 0.46
C 8.32 -3.92 -10.12
C -0.73 -2.19 -0.95
B -5.42 -0.20 -0.16
H -4.88 -0.02 -2.01
H 9.30 -3.87 -9.66
H -4.70 6.89 4.96
H -5.58 3.30 0.78
H 4.67 -3.69 -7.26
H -4.80 1.55 10.48
H 8.06 -4.94 -10.39
H -1.50 3.78 6.55
H 4.92 -5.42 -7.10
H 2.14 0.30 -2.43
H 8.31 -1.32 -2.22
H -1.67 -5.09 -1.62
H -5.53 4.78 6.06
H 4.05 -0.67 -5.19
H -1.93 -6.19 -0.16
H -6.49 2.74 2.21
H 0.89 0.16 0.23
H 8.10 1.73 -2.43
H -4.30 -0.42 1.71
H -2.61 2.05 11.62
H -3.49 3.02 -0.52
H -3.04 -3.39 2.05
H 0.00 -3.81 -1.91
H -1.68 2.11 7.17
H 8.29 -3.28 -11.01
H -4.99 2.54 11.94
H -5.10 3.27 10.33
H 4.74 -4.40 -5.65
H 2.48 0.78 -0.22
H -4.10 3.93 5.51
H -0.02 0.84 -2.37
H 9.29 -0.32 -3.29
H 2.35 -0.91 0.12
H -6.65 4.43 1.65
H -4.26 -2.17 1.87
H 9.42 -0.13 -1.53
H 6.91 -3.25 -6.23
H -2.86 3.77 11.34
H -2.85 1.98 -3.42
H -0.48 3.21 7.90
H 7.04 0.71 -1.47
H -3.76 0.99 0.89
H -1.11 -4.44 1.32
H 5.49 0.17 -5.82
H 1.95 -1.40 -2.11
H 0.99 -3.18 -0.73
H -3.62 6.29 6.25
H 4.36 1.02 -4.71
H -3.20 6.06 4.55
H 7.11 -4.97 -5.93
H -6.65 -1.63 -0.14
*
```

C13H23FNPRe as an isolated structure at a distorted geometry. Source: the OMol25 dataset; level of theory: ωB97M-V/def2-TZVPD.

Output
HOMO level (spin up / spin down) = -15.217 / -15.730 eV
orbital gap (spin up / spin down) = 0.2688 / 0.2219 Ha

```
! wB97M-V def2-TZVPD RIJCOSX def2/J DEFGRID3
* xyz 2 4
Re -0.70 0.84 2.00
P 0.57 2.29 0.98
F -0.50 -0.40 3.36
N 1.23 -3.02 -0.53
C -1.26 -2.41 0.23
C -2.86 0.22 -2.03
C 2.01 1.78 -0.14
C -1.29 1.43 -0.68
C -2.21 1.41 -1.73
C 1.34 3.71 1.80
C -0.59 2.74 -0.45
C -0.10 -3.44 -0.03
C 2.21 -2.66 0.48
C -1.52 -1.03 -0.40
C 1.30 -2.20 -1.72
C -1.01 0.24 0.08
C -2.52 -0.96 -1.37
H 2.69 1.19 0.50
H -3.06 -1.88 -1.64
H -1.18 2.44 2.75
H 2.24 -1.56 0.71
H 2.34 3.38 2.13
H 1.63 1.15 -0.98
H 1.68 -2.80 -2.55
H -1.22 3.61 -0.15
H -0.41 -4.27 -0.69
H 2.03 -3.23 1.40
H 1.40 4.59 1.16
H -2.15 -3.01 0.00
H 2.51 2.69 -0.55
H 0.13 -3.90 0.93
H 0.72 3.92 2.69
H 3.20 -2.93 0.06
H 0.02 3.07 -1.31
H -1.73 1.91 3.03
H 0.33 -1.73 -2.02
H -1.27 -2.28 1.31
H -2.38 2.31 -2.32
H -3.64 0.20 -2.79
H 2.03 -1.39 -1.54
*
```

C53H53BrClN2O4P2Si2Sn as an isolated structure. Source: the OMol25 dataset; level of theory: ωB97M-V/def2-TZVPD.

Output
HOMO level = -10.122 eV
relative energy (zero: lowest compared OMol25 entry of this formula, charge and spin) = 0.037 eV
orbital gap = 0.2792 Ha

```
! wB97M-V def2-TZVPD RIJCOSX def2/J DEFGRID3
* xyz 1 1
Sn -0.83 1.34 -0.97
Br -1.27 3.60 -2.06
Cl -4.04 0.58 -1.84
P 2.16 1.24 1.98
P -1.45 -1.43 1.28
Si 1.19 0.95 -2.60
Si -1.25 2.23 1.42
O -3.70 1.43 -2.94
O -4.91 1.20 -0.90
O -2.79 0.15 -1.13
O -4.63 -0.65 -2.33
N -1.03 -1.25 -4.27
N -3.72 -2.31 -4.24
C 1.47 2.01 4.63
C 1.42 -4.91 2.29
C 3.48 -3.04 -3.21
C 0.26 3.33 1.68
C 2.56 4.01 1.96
C 0.58 -4.44 3.30
C 1.94 1.01 3.79
C 2.70 -1.27 -1.77
C 1.58 4.15 -5.11
C -2.48 -1.02 3.84
C 1.40 -4.29 1.05
C -2.12 -0.58 -4.96
C 0.87 5.69 1.78
C 2.02 -1.35 -4.08
C 2.31 -0.22 4.35
C -2.60 -3.09 -3.62
C 6.20 1.67 2.86
C 1.74 0.59 6.55
C 2.20 5.34 1.92
C 1.62 2.99 1.86
C 2.75 -2.51 -4.26
C 0.50 1.61 -5.31
C 1.98 -0.71 -2.83
C -2.95 -3.80 0.87
C -2.58 1.05 5.05
C -2.81 -0.32 4.99
C 1.08 2.01 -4.10
C 4.61 1.23 0.63
C 6.79 1.51 1.61
C -2.05 1.69 3.95
C -5.41 -2.53 1.07
C 1.02 3.73 -6.30
C -1.89 -0.40 2.74
C 4.82 1.59 2.99
C -4.23 -1.81 1.24
C 1.36 1.80 6.00
C 5.99 1.30 0.50
C -0.27 -3.37 3.06
C -0.29 -2.75 1.82
C 3.46 -2.42 -1.97
C 0.47 2.46 -6.40
C -2.76 3.28 1.18
C -0.08 4.69 1.67
C 0.56 -3.22 0.82
C -4.12 -4.53 0.70
C 2.22 -0.42 5.72
C -2.99 -2.44 1.16
C 1.61 3.30 -4.02
C 4.00 1.37 1.88
C -1.51 -2.12 -3.19
C -5.36 -3.89 0.80
C -1.70 1.00 2.78
C -3.23 -1.52 -5.41
H -3.26 -0.83 5.83
H 2.04 -4.66 0.26
H 2.70 -1.00 3.72
H 0.58 6.73 1.75
H 1.67 0.43 7.62
H -0.91 -3.02 3.87
H -0.67 -2.69 -2.79
H -2.24 -3.79 -4.37
H -2.87 -2.24 -6.15
H 2.69 -0.80 -0.80
H -4.07 -5.59 0.50
H -6.27 -4.46 0.68
H 4.01 1.07 -0.25
H -3.04 3.76 2.12
H -3.59 2.65 0.86
H -2.84 1.61 5.94
H -2.56 0.17 -4.29
H 7.87 1.56 1.51
H 2.96 6.11 2.02
H 6.81 1.85 3.73
H -1.91 2.77 3.99
H 1.49 -0.92 -4.92
H 4.05 -2.82 -1.15
H -4.49 -2.92 -4.51
H -2.60 4.05 0.42
H 3.61 3.76 2.09
H 2.05 3.65 -3.08
H -4.09 -1.66 -3.52
H 0.54 -2.74 -0.15
H 6.44 1.19 -0.48
H 0.06 0.62 -5.40
H 2.00 5.15 -5.03
H 4.08 -3.93 -3.36
H -1.99 -4.31 0.80
H -1.89 -1.49 -2.38
H 0.99 4.40 -7.16
H 1.99 1.70 -1.60
H -2.72 -2.07 3.79
H 2.52 -1.37 6.14
H -1.74 -0.05 -5.82
H 1.19 2.97 4.22
H -0.46 -1.77 -4.92
H 2.07 -5.75 2.48
H -4.07 -0.97 -5.84
H 0.58 -4.92 4.27
H -6.36 -2.03 1.14
H -1.11 4.98 1.53
H 0.02 2.13 -7.33
H 2.78 -2.99 -5.23
H 4.37 1.73 3.97
H -3.00 -3.64 -2.77
H 0.99 2.60 6.64
H -4.29 -0.75 1.45
*
```

An isolated ion of composition C3H8N and charge +1 at a distorted geometry. Source: the OMol25 dataset; level of theory: ωB97M-V/def2-TZVPD.

Output
HOMO level = -16.926 eV
relative energy (zero: lowest compared OMol25 entry of this formula, charge and spin) = 1.177 eV
structure (SMILES) = C=[N+](C)C
orbital gap = 0.4145 Ha

```
! wB97M-V def2-TZVPD RIJCOSX def2/J DEFGRID3
* xyz 1 1
N 0.03 0.07 -0.18
C 1.23 0.01 -0.72
C -0.32 1.23 0.63
C -0.68 -1.18 -0.07
H 1.64 -0.89 -1.04
H -1.25 1.74 0.50
H -0.13 -1.88 0.68
H -1.81 -1.22 0.19
H -0.63 -1.53 -1.09
H 1.90 0.84 -0.85
H -0.39 0.81 1.54
H 0.42 2.00 0.42
*
```

One value per record, in order, for electronic energy: -5126.36470 -1082.62702 -6971.73751 -173.53948 Eh.